# 1
This record from the OMol25 dataset describes a molecular structure, C11H16ClLiNO6S. The level of theory is the ωB97M-V functional and the def2-TZVPD basis.

Last column: natural (NBO) charge in e.
Positions of all 37 atoms, in Å:
Li -1.82 -0.30 2.03  0.834
O -0.28 -2.52 4.65  -0.847
Cl -0.65 -1.17 4.33  2.543
O -0.53 -0.33 5.48  -0.836
O 0.18 -0.66 3.24  -0.906
O -2.03 -1.14 3.83  -0.903
N -3.89 -0.75 -1.32  -0.827
C -3.13 -0.35 -0.26  0.697
O -2.95 -1.11 0.68  -0.693
C -2.52 1.04 -0.34  -0.522
C -2.05 1.54 1.01  -1.025
H -4.12 -1.73 -1.38  0.394
H -3.90 -0.19 -2.16  0.385
H -3.23 1.66 -0.93  0.160
H -1.66 0.90 -1.01  0.217
H -2.91 1.98 1.56  0.168
H -1.32 2.35 0.87  0.166
C 2.67 2.71 -2.79  -0.624
C 2.14 1.51 -2.06  -0.027
C 1.48 1.65 -0.83  -0.207
C 0.99 0.54 -0.15  -0.234
C 1.17 -0.72 -0.71  -0.191
C 1.80 -0.89 -1.93  -0.241
C 2.29 0.23 -2.59  -0.215
S 0.51 -2.15 0.15  1.284
C 1.88 -2.32 1.31  -0.818
O 0.63 -3.30 -0.79  -1.002
H 2.33 3.63 -2.33  0.213
H 2.35 2.71 -3.83  0.211
H 3.76 2.72 -2.78  0.212
H 1.34 2.63 -0.42  0.212
H 0.44 0.67 0.77  0.266
H 1.89 -1.88 -2.34  0.241
H 2.78 0.11 -3.55  0.199
H 2.78 -2.52 0.73  0.217
H 1.63 -3.15 1.98  0.242
H 1.95 -1.41 1.90  0.259

The value obtained for the electronic energy is -48999.7993 eV. The calculation puts the lowest unoccupied orbital energy at 2.70 eV. The relative energy (zero: lowest compared OMol25 entry of this formula, charge and spin) is 2.71 kcal/mol. The highest occupied orbital energy comes out at -3.5029 eV. As for the net charge: -1.

# 2
This record from the OMol25 dataset describes 4 unconnected molecules or ions with the total composition C3H13NO4 in a non-equilibrium geometry. The level of theory is the ωB97M-V functional and the def2-TZVPD basis.

Last column: natural (NBO) charge in e.
Positions of all 21 atoms, in Å:
C -0.52 1.43 0.13  -0.270
C 0.55 1.20 1.21  -0.617
O 1.64 -1.84 -0.65  -0.972
N -0.65 0.33 -0.78  -0.274
C 0.14 0.34 -1.99  0.020
O 1.45 0.36 -1.78  -0.572
H -1.47 1.55 0.63  0.259
H -0.31 2.38 -0.38  0.233
H 0.25 0.33 1.80  0.267
H 0.66 2.08 1.85  0.216
H 1.67 -0.95 -1.14  0.471
H -1.61 0.05 -0.95  0.422
H -0.15 -0.54 -2.60  0.229
H -0.21 1.21 -2.59  0.306
H 1.50 0.91 0.76  0.229
H 2.41 -2.35 -0.91  0.481
H 0.39 -2.00 0.73  0.487
O -2.05 -0.36 1.49  -0.917
H -0.86 -1.46 1.57  0.492
H -2.83 -0.70 1.99  0.445
O -0.01 -1.98 1.62  -0.935

The value obtained for the electronic energy is -12994.4994 eV. The calculation puts the lowest unoccupied orbital energy at -5.10 eV. The relative energy (zero: lowest compared OMol25 entry of this formula, charge and spin) is 199.84 kcal/mol. The highest occupied orbital energy comes out at -9.1611 eV. As for the net charge: 0.

# 3
This record from the OMol25 dataset describes 3 unconnected molecules or ions with the total composition C9H24O9S3 in a non-equilibrium geometry. The level of theory is the ωB97M-V functional and the def2-TZVPD basis.

Last column: natural (NBO) charge in e.
Positions of all 45 atoms, in Å:
O 29.09 -32.45 0.75  -0.887
S 29.28 -33.37 -0.39  2.269
O 30.55 -33.78 -0.96  -0.911
O 28.30 -34.73 -0.17  -0.725
C 28.48 -35.89 -0.96  -0.093
C 29.62 -36.64 -0.35  -0.643
C 28.36 -32.61 -1.90  -0.803
H 28.55 -35.70 -2.03  0.178
H 27.67 -36.60 -0.81  0.241
H 29.36 -36.88 0.68  0.214
H 30.63 -36.24 -0.36  0.228
H 29.76 -37.56 -0.90  0.210
H 28.46 -33.29 -2.74  0.233
H 28.69 -31.59 -2.11  0.243
H 27.37 -32.56 -1.45  0.241
O 27.94 -37.31 5.61  -0.913
S 28.83 -36.22 5.35  2.330
O 30.20 -36.18 5.81  -0.915
O 28.72 -35.92 3.77  -0.699
C 29.40 -34.74 3.34  -0.111
C 30.67 -35.16 2.51  -0.652
C 27.95 -34.64 6.01  -0.847
H 29.79 -34.04 4.09  0.204
H 28.77 -34.18 2.65  0.214
H 30.47 -35.69 1.58  0.216
H 31.46 -35.74 2.99  0.225
H 31.29 -34.28 2.29  0.221
H 27.48 -34.15 5.16  0.234
H 28.65 -34.03 6.58  0.241
H 27.13 -35.03 6.63  0.245
O 25.45 -34.70 -2.02  -0.923
S 25.06 -36.06 -1.70  2.246
O 23.87 -36.72 -2.33  -0.890
O 26.44 -36.96 -2.05  -0.740
C 26.67 -37.09 -3.49  -0.090
C 28.09 -37.58 -3.93  -0.631
C 25.17 -36.33 0.17  -0.800
H 26.43 -36.17 -4.02  0.198
H 25.95 -37.90 -3.63  0.203
H 28.80 -36.76 -3.84  0.210
H 28.03 -38.03 -4.92  0.235
H 28.36 -38.38 -3.25  0.217
H 26.08 -35.74 0.25  0.261
H 25.08 -37.39 0.37  0.264
H 24.42 -35.67 0.61  0.253

The value obtained for the electronic energy is -60651.0183 eV. The calculation puts the lowest unoccupied orbital energy at 0.34 eV. The SMILES is CCOS(C)(=O)=O.CCOS(C)(=O)=O.CCOS(C)(=O)=O. The relative energy (zero: lowest compared OMol25 entry of this formula, charge and spin) is 69.00 kcal/mol. The highest occupied orbital energy comes out at -10.7356 eV. As for the net charge: 0.

# 4
This record from the OMol25 dataset describes C11H11N in the gas phase in a non-equilibrium geometry. The level of theory is the ωB97M-V functional and the def2-TZVPD basis.

Last column: natural (NBO) charge in e.
Positions of all 23 atoms, in Å:
C -2.96 0.35 -0.01  -0.217
C -2.71 -1.03 -0.44  -0.235
C 2.44 -0.72 -0.16  -0.448
C -2.10 1.36 -0.02  -0.167
C -1.50 -1.42 -0.64  -0.165
C 1.02 -0.16 0.20  0.002
C 3.63 -0.22 -0.18  0.429
C 0.67 1.35 0.07  -0.394
C 0.06 -0.68 1.21  -0.417
C -0.75 0.97 -0.50  -0.242
C -0.51 -0.46 -0.14  -0.055
N 4.73 0.13 -0.43  -0.637
H -3.89 0.48 0.39  0.197
H -3.65 -1.64 -0.69  0.216
H 2.35 -1.81 -0.23  0.246
H -2.47 2.31 0.02  0.203
H -1.00 -2.31 -0.89  0.216
H 0.69 2.02 0.99  0.210
H 1.24 1.97 -0.70  0.215
H 0.15 -1.78 1.47  0.215
H -0.32 -0.16 2.11  0.207
H -0.74 1.14 -1.56  0.213
H 5.62 0.31 0.16  0.408

The value obtained for the electronic energy is -13069.6426 eV. The calculation puts the lowest unoccupied orbital energy at 0.88 eV. The SMILES is N=C=C[C@@]12C[C@@H]3C=CC=C[C@]31C2. The relative energy (zero: lowest compared OMol25 entry of this formula, charge and spin) is 143.81 kcal/mol. The highest occupied orbital energy comes out at -8.1158 eV. As for the net charge: 0.

# 5
This record from the OMol25 dataset describes 2 unconnected molecules or ions with the total composition C2H6O. The level of theory is the ωB97M-V functional and the def2-TZVPD basis.

Last column: natural (NBO) charge in e.
Positions of all 9 atoms, in Å:
C -0.77 -0.78 -0.10  -0.380
C -0.65 -1.91 0.57  -0.391
H -0.46 -0.81 -1.14  0.187
H -1.24 0.17 0.16  0.200
H -0.20 -2.71 0.02  0.189
H -0.87 -2.09 1.62  0.194
H 1.63 2.09 0.04  0.470
H 1.37 3.48 -0.50  0.468
O 1.17 2.56 -0.67  -0.937

The value obtained for the electronic energy is -4217.6683 eV. The calculation puts the lowest unoccupied orbital energy at 0.94 eV. The SMILES is C=C.O. The relative energy (zero: lowest compared OMol25 entry of this formula, charge and spin) is 18.43 kcal/mol. The highest occupied orbital energy comes out at -10.1205 eV. As for the net charge: 0.

# 6
This record from the OMol25 dataset describes 4 unconnected molecules or ions with the total composition C2H11NO3 in a non-equilibrium geometry. The level of theory is the ωB97M-V functional and the def2-TZVPD basis.

Last column: natural (NBO) charge in e.
Positions of all 17 atoms, in Å:
C 2.57 1.28 0.12  -0.507
C 2.86 0.00 0.49  -0.004
N 1.83 -0.96 0.37  -0.906
H 1.62 1.36 -0.33  0.191
H 3.37 2.10 0.39  0.231
H 3.93 -0.42 0.75  0.203
H 1.33 -0.93 -0.57  0.396
H 1.81 -1.89 0.87  0.408
H 0.08 0.06 1.10  0.498
H -0.83 0.65 0.07  0.483
O -0.93 -0.01 0.78  -0.988
H -2.56 -1.02 0.45  0.500
H -3.28 -2.19 -0.33  0.466
O -3.43 -1.35 0.22  -0.973
H -3.27 0.74 -1.00  0.485
H -2.48 1.25 -2.16  0.465
O -2.61 1.34 -1.21  -0.949

The value obtained for the electronic energy is -9883.3905 eV. The calculation puts the lowest unoccupied orbital energy at 0.64 eV. The SMILES is C=CN.O.O.O. The relative energy (zero: lowest compared OMol25 entry of this formula, charge and spin) is 41.72 kcal/mol. The highest occupied orbital energy comes out at -8.7502 eV. As for the net charge: 0.

# 7
This record from the OMol25 dataset describes a molecular structure, C4H11B in a non-equilibrium geometry. The level of theory is the ωB97M-V functional and the def2-TZVPD basis.

Last column: natural (NBO) charge in e.
Positions of all 16 atoms, in Å:
B -0.68 0.11 -0.33  0.896
C -1.84 1.20 -0.05  -1.022
C -0.91 -1.43 -0.39  -1.065
C 1.93 -0.20 0.73  -0.619
C 1.29 0.64 -0.41  -0.630
H -1.38 1.39 0.89  0.246
H -2.89 0.84 0.09  0.229
H -1.79 1.89 -0.81  0.247
H -1.57 -1.58 0.43  0.237
H -0.16 -2.19 -0.42  0.236
H -1.50 -1.63 -1.27  0.256
H 2.04 -1.21 0.29  0.199
H 2.93 0.24 0.90  0.201
H 1.34 -0.15 1.64  0.192
H 1.17 1.60 -0.04  0.182
H 2.02 0.48 -1.26  0.215

The value obtained for the electronic energy is -5000.5207 eV. The calculation puts the lowest unoccupied orbital energy at 0.70 eV. The relative energy (zero: lowest compared OMol25 entry of this formula, charge and spin) is 50.88 kcal/mol. The highest occupied orbital energy comes out at -8.7789 eV. As for the net charge: 0.

# 8
This record from the OMol25 dataset describes a molecular structure, C13H38CoO10 in a non-equilibrium geometry. The level of theory is the ωB97M-V functional and the def2-TZVPD basis.

Last column: Löwdin spin population.
Positions of all 62 atoms, in Å:
Co 1.47 3.00 -2.13  2.599
C 0.30 1.15 -0.84  0.007
O 1.58 1.47 -0.76  0.199
O -0.25 0.28 -0.19  0.020
O -0.23 2.00 -1.68  0.169
C -4.29 -2.73 -0.57  0.000
C -3.08 -1.86 -0.85  0.000
O -2.67 -1.29 0.39  0.000
H -4.12 -3.50 0.18  0.000
H -4.65 -3.20 -1.49  0.000
H -5.08 -2.08 -0.19  0.000
H -3.34 -1.07 -1.56  0.000
H -2.27 -2.41 -1.34  0.000
H -1.83 -0.84 0.24  0.000
C 0.44 1.76 4.46  0.000
C 0.58 1.41 3.00  0.000
O -0.70 1.65 2.37  0.000
H 1.37 1.49 4.97  0.000
H -0.40 1.21 4.90  0.000
H 0.24 2.82 4.60  0.000
H 0.90 0.38 2.83  0.000
H 1.30 2.09 2.52  0.000
H -0.64 1.31 1.47  0.000
C 5.53 3.19 1.54  0.000
C 4.25 2.97 0.79  0.001
O 3.72 1.69 1.13  0.001
H 5.91 4.20 1.37  0.000
H 6.34 2.54 1.18  0.000
H 5.42 3.02 2.61  0.000
H 4.32 3.10 -0.30  0.001
H 3.49 3.69 1.16  0.000
H 2.95 1.53 0.58  0.000
C 1.46 -3.63 -3.32  0.000
C 0.51 -2.57 -2.78  0.000
O 1.15 -1.31 -2.91  0.000
H 1.74 -3.45 -4.36  0.000
H 0.98 -4.61 -3.25  0.000
H 2.39 -3.66 -2.76  0.000
H 0.37 -2.82 -1.72  0.000
H -0.44 -2.61 -3.32  0.000
H 0.64 -0.64 -2.44  0.000
C 0.95 -2.93 3.27  0.000
C 0.21 -2.46 2.04  0.000
O 1.16 -1.95 1.10  0.000
H 0.26 -3.52 3.88  0.000
H 1.31 -2.08 3.85  0.000
H 1.75 -3.61 2.99  0.000
H -0.53 -1.69 2.28  0.000
H -0.38 -3.30 1.63  0.000
H 0.66 -1.39 0.48  0.000
C -2.23 0.34 -4.18  0.000
O -1.19 1.32 -4.25  0.001
H -3.08 0.73 -3.61  0.000
H -2.51 -0.06 -5.15  0.000
H -1.88 -0.51 -3.58  0.000
H -1.07 1.64 -3.35  0.000
C -3.35 2.58 0.12  0.000
O -2.96 3.08 -1.15  0.002
H -2.65 2.83 0.92  0.000
H -4.32 3.00 0.39  0.000
H -3.44 1.49 0.13  0.000
H -2.06 2.79 -1.32  0.000

The value obtained for the electronic energy is -72195.1572 eV. Its expectation value of S² is 3.758. The calculation puts the lowest unoccupied orbital energy (alpha / beta) at -3.87 / -3.93 eV. The highest occupied orbital energy (alpha / beta) comes out at -9.5260 / -9.5257 eV. Its spin multiplicity is 4. As for the net charge: 0.